Entry 1:
A molecular structure, C4As2F24O12S4Zr at a distorted geometry, computed with ωB97M-V/def2-TZVPD.

HOMO: -5.535 eV
Total charge: -2
Strongest force on any atom: 4.99 eV Å⁻¹

CARTESIAN COORDINATES (ANGSTROEM)
Zr  0.17538  -0.19151  0.02049
As  1.26436  3.46726  -0.92926
F  -0.45608  3.61238  -1.24359
F  1.41745  2.70670  -2.50215
F  2.93892  3.11082  -0.67241
F  1.12307  4.13542  0.66949
F  0.88458  1.90539  -0.06756
F  1.59475  5.06074  -1.52927
As  1.43027  1.04549  3.49654
F  2.42146  -0.38253  3.78397
F  -0.00851  0.05275  3.87339
F  0.34013  2.36455  3.21283
F  2.82920  1.94606  3.06329
F  1.31098  0.40228  1.79750
F  1.49608  1.42476  5.18402
C  3.71636  -1.86723  -2.09447
F  4.12184  -3.11219  -1.94967
F  4.80149  -1.14676  -2.35340
F  2.83969  -1.75963  -3.04309
S  3.02505  -1.25590  -0.44575
O  4.02723  -1.32322  0.57014
O  2.28099  -0.00014  -0.67932
O  1.75661  -1.89662  -0.01078
C  -2.01759  -0.53142  -3.65578
F  -2.96061  -0.82682  -2.79301
F  -1.81918  -1.49946  -4.54065
F  -2.39523  0.57739  -4.31450
S  -0.33437  -0.20560  -2.81278
O  -0.45398  0.83478  -1.76590
O  -0.17551  -1.29320  -1.81978
O  0.70633  -0.17423  -3.80095
C  -3.43473  1.90502  -0.34686
F  -3.45782  3.06735  0.30967
F  -4.67717  1.47583  -0.67700
F  -2.78456  2.09223  -1.49738
S  -2.54668  0.56877  0.63595
O  -1.19782  1.02301  1.00819
O  -3.38626  0.11959  1.72228
O  -2.14136  -0.48251  -0.30523
C  -2.39247  -3.12905  2.30954
F  -2.77701  -2.31043  3.25844
F  -2.78595  -4.36971  2.58395
F  -3.03544  -2.78595  1.18408
S  -0.58034  -3.11331  1.88993
O  0.14321  -3.39345  3.10243
O  -0.44485  -4.10026  0.83942
O  -0.38190  -1.74745  1.33500

Entry 2:
A molecular structure, C22H11F5N4O6V at a distorted geometry, computed with ωB97M-V/def2-TZVPD.

Multiplicity: 4
HOMO (spin up / spin down): -7.437 / -8.955 eV
<S²>: 3.76
Strongest force on any atom: 1.01 eV Å⁻¹

CARTESIAN COORDINATES (ANGSTROEM)
V  -0.67543  -0.24326  -0.17456
N  -1.14504  -1.91249  1.13608
C  -2.24249  -1.51092  2.00539
C  -2.72669  -2.31554  2.98939
C  -3.79275  -1.88493  3.81639
C  -4.34931  -0.65758  3.62948
C  -3.87027  0.20233  2.60836
C  -4.42151  1.48740  2.37075
C  -3.91960  2.25285  1.37027
C  -2.85639  1.74644  0.59077
N  -2.31353  0.56999  0.77873
C  -2.81540  -0.22544  1.79483
H  -1.41763  -2.70789  0.56512
H  -0.34289  -2.19074  1.69181
H  -2.28630  -3.29442  3.13504
H  -4.16059  -2.54141  4.59266
H  -5.16639  -0.32419  4.25696
H  -5.23690  1.84089  2.98967
H  -4.30654  3.23710  1.14842
H  -2.44175  2.33180  -0.22221
O  0.96683  0.59351  0.97771
C  1.75814  0.07332  0.12982
O  1.34484  -0.80459  -0.67630
C  3.17347  0.53871  0.04132
C  3.64306  1.48589  0.94110
C  4.95224  1.90061  0.82001
C  5.81836  1.42723  -0.14250
C  5.29739  0.48799  -1.00955
C  4.00056  0.02500  -0.95053
N  6.20360  -0.05107  -2.07032
O  5.73842  -0.87496  -2.82805
O  7.34255  0.36613  -2.09031
N  5.46568  2.92375  1.78389
O  4.68522  3.34877  2.60965
O  6.62320  3.26596  1.66581
H  2.99668  1.88538  1.70750
H  6.83763  1.77014  -0.21530
H  3.63439  -0.70791  -1.65330
F  -2.83409  -2.89980  -1.74135
C  -2.29764  -1.92513  -2.53319
C  -1.57795  -0.89425  -1.99058
C  -1.07984  -0.01548  -2.91036
F  -0.33419  1.05150  -2.41234
C  -1.23875  -0.08019  -4.27854
F  -0.71960  0.82238  -5.11399
C  -1.98339  -1.14110  -4.77085
F  -2.18709  -1.26314  -6.08415
C  -2.51618  -2.07358  -3.89400
F  -3.22612  -3.09503  -4.38464

Entry 3:
2 unconnected molecules or ions with the total composition C2H7PS2 at a distorted geometry, computed with ωB97M-V/def2-TZVPD.

HOMO: -8.071 eV
Strongest force on any atom: 3.75 eV Å⁻¹

CARTESIAN COORDINATES (ANGSTROEM)
C  -0.73753  -0.50782  -2.66276
C  -0.50262  0.41626  2.44810
P  1.03282  0.17502  -0.20872
S  1.93173  -1.37128  0.55683
S  0.49715  1.56217  1.48295
H  -0.40949  -1.59677  -2.79676
H  -1.76531  -0.33725  -2.57686
H  -0.29070  0.12817  -3.33022
H  0.27457  -0.33506  2.51674
H  -1.34252  -0.01489  2.01314
H  -0.76927  0.92975  3.41470
H  2.08118  0.95169  -0.85714

Entry 4:
A gas-phase ion, C4H13N2S (charge +2) at a distorted geometry, computed with ωB97M-V/def2-TZVPD.

Multiplicity: 2
HOMO (spin up / spin down): -18.108 / -18.108 eV
Total charge: +2
<S²>: 0.75
Strongest force on any atom: 2.25 eV Å⁻¹

CARTESIAN COORDINATES (ANGSTROEM)
N  1.10838  1.50031  -0.65102
C  0.34010  0.49956  0.20727
C  -1.01538  0.10531  -0.42241
C  -1.96539  -0.37785  0.65915
S  -3.50896  -1.01657  -0.09533
C  1.29598  -0.67871  0.45918
N  2.35617  -0.71153  -0.55811
H  1.55841  2.20079  -0.06040
H  1.88857  0.88590  -1.04275
H  0.50644  1.93721  -1.34549
H  0.09445  1.08746  1.08745
H  -1.43833  0.95135  -0.96491
H  -0.81228  -0.64610  -1.18200
H  -1.61503  -1.26165  1.19275
H  -2.25312  0.38970  1.37376
H  -4.39542  -0.43338  0.74813
H  0.83336  -1.62928  0.70830
H  1.78507  -0.44379  1.41793
H  2.03145  -1.24998  -1.35375
H  3.20554  -1.10875  -0.17776